(a)
This record from OMol25 describes a cluster of 2 separate species, C3H10S2 in total. The level of theory is ωB97M-V with the def2-TZVPD basis set.

```
15
Properties=species:S:1:pos:R:3
C 3.050 -1.118 -0.311
C 2.463 -0.369 0.871
S 1.455 -1.292 2.124
H 2.296 -1.407 -1.046
H 3.385 -2.044 0.172
H 3.843 -0.558 -0.804
H 3.309 0.057 1.421
H 1.800 0.444 0.559
H 0.217 -0.917 1.761
C -3.576 0.882 -1.129
S -3.062 2.286 -0.146
H -4.283 0.973 -1.967
H -2.641 0.522 -1.552
H -4.072 0.118 -0.529
H -4.185 2.423 0.575
```

Values from the calculation:
Molar mass   110.25 g/mol
Gap between HOMO and LUMO   9.73 eV
Highest occupied orbital energy   -9.07 eV

***

(b)
This record from OMol25 describes a structure of composition C3H10S2. The level of theory is ωB97M-V with the def2-TZVPD basis set.

```
15
Properties=species:S:1:pos:R:3
C 1.384 -2.559 0.595
S 1.182 -1.185 -0.998
H 2.115 -3.283 0.203
H 1.668 -2.036 1.521
H 0.403 -3.079 0.662
H 0.087 -0.289 -0.224
C -1.476 1.565 -1.148
S -1.113 0.619 0.633
C -0.091 1.989 1.196
H -0.534 1.664 -1.607
H -1.980 2.472 -0.808
H -2.148 0.892 -1.733
H 0.460 1.655 2.085
H 0.646 2.240 0.440
H -0.733 2.848 1.448
```

Values from the calculation:
Molar mass   110.25 g/mol
Gap between HOMO and LUMO   8.57 eV
Highest occupied orbital energy   -8.03 eV

***

Energies, relative to the best one, in kJ/mol: (a) 0.0; (b) 142.1.

***

(a)
This record from OMol25 describes a cluster of 4 separate species, C3H12O4 in total. The level of theory is ωB97M-V with the def2-TZVPD basis set.

```
19
Properties=species:S:1:pos:R:3
C 1.874 -0.482 -1.285
C 0.594 -0.545 -1.619
C -0.287 0.658 -1.508
O -1.435 0.423 -0.756
H 2.557 -1.264 -1.310
H 2.067 0.502 -1.120
H 0.239 -1.714 -1.709
H 0.205 1.554 -1.055
H -0.683 0.832 -2.601
H -1.851 1.298 -0.513
O -2.328 -1.425 0.989
H -1.718 -2.147 1.167
H -2.237 -0.951 0.235
O 0.306 -0.526 1.625
H -0.577 -0.285 1.796
H 0.678 -0.489 2.538
O 1.556 1.822 1.382
H 2.357 1.584 1.812
H 1.084 0.936 1.313
```

Values from the calculation:
Molar mass   112.12 g/mol
Gap between HOMO and LUMO   10.27 eV
Highest occupied orbital energy   -9.73 eV

***

(b)
This record from OMol25 describes a cluster of 4 separate species, C3H12O4 in total. The level of theory is ωB97M-V with the def2-TZVPD basis set.

```
19
Properties=species:S:1:pos:R:3
C -0.812 -2.478 -1.241
C -0.920 -1.044 -0.604
C -0.125 -0.035 -1.129
O 0.929 0.739 -0.411
H -0.306 -2.246 -2.220
H 0.031 -2.957 -0.638
H -1.706 -3.097 -1.493
H -1.520 -1.016 0.302
H -0.037 0.070 -2.268
H 0.915 1.601 -0.894
O -0.222 3.590 -1.111
H 0.273 4.068 -0.458
H -1.021 3.388 -0.751
O 1.365 -1.736 2.264
H 1.991 -2.345 1.826
H 0.681 -1.772 1.590
O 0.144 2.154 2.451
H 0.279 1.673 1.662
H 0.061 1.442 3.121
```

Values from the calculation:
Molar mass   112.12 g/mol
Gap between HOMO and LUMO   9.32 eV
Highest occupied orbital energy   -8.84 eV

***

Energies, relative to the best one, in kJ/mol: (a) 0.0; (b) 45.6.

***

(a)
This record from OMol25 describes a cluster of 4 separate species, C3H12O4 in total. The level of theory is ωB97M-V with the def2-TZVPD basis set.

```
19
Properties=species:S:1:pos:R:3
C 0.368 -0.531 3.669
C 0.685 0.021 2.269
C -0.218 0.316 1.310
O 0.167 0.632 -0.038
H 0.779 -1.502 3.920
H -0.674 -0.730 3.914
H 0.757 0.105 4.425
H 1.676 -0.049 1.762
H -1.320 -0.061 1.571
H -0.583 1.262 -0.375
O -1.622 2.304 -1.463
H -1.939 1.789 -2.193
H -1.332 3.032 -1.934
O 1.423 -1.866 -1.823
H 1.707 -1.088 -1.381
H 0.879 -2.554 -1.323
O -0.496 -0.388 -4.467
H -0.633 -0.907 -3.585
H 0.375 0.217 -4.259
```

Values from the calculation:
Molar mass   112.12 g/mol
Gap between HOMO and LUMO   9.25 eV
Highest occupied orbital energy   -8.87 eV

***

(b)
This record from OMol25 describes a cluster of 4 separate species, C3H12O4 in total. The level of theory is ωB97M-V with the def2-TZVPD basis set.

```
19
Properties=species:S:1:pos:R:3
C -3.542 0.276 0.420
C -2.240 0.744 -0.217
C -1.069 0.409 0.316
O 0.122 0.834 -0.207
H -4.045 -0.421 -0.250
H -4.153 1.173 0.508
H -3.378 -0.232 1.366
H -2.292 1.444 -1.041
H -1.050 -0.174 1.229
H 0.774 0.887 0.486
O 1.981 -0.088 1.725
H 2.604 -0.367 1.052
H 2.336 -0.353 2.568
O 1.518 -0.457 -2.070
H 1.237 -0.712 -2.927
H 0.846 0.098 -1.640
O 3.352 -1.069 -0.060
H 2.797 -1.158 -0.830
H 4.202 -0.834 -0.426
```

Values from the calculation:
Molar mass   112.12 g/mol
Gap between HOMO and LUMO   9.41 eV
Highest occupied orbital energy   -8.65 eV

***

Energies, relative to the best one, in kJ/mol: (a) 178.3; (b) 0.0.

***

(a)
This record from OMol25 describes a cluster of 4 separate species, C3H12O4 in total. The level of theory is ωB97M-V with the def2-TZVPD basis set.

```
19
Properties=species:S:1:pos:R:3
C -1.227 -0.754 2.875
C -1.690 -0.074 1.594
C -1.892 -0.667 0.375
O -0.910 -0.438 -0.663
H -0.686 -0.081 3.533
H -0.400 -1.548 2.585
H -2.014 -1.183 3.400
H -1.626 1.072 1.554
H -2.776 -1.180 -0.091
H 0.034 -0.483 -0.261
O 1.500 -0.658 0.231
H 2.079 -0.280 -0.434
H 2.106 -0.822 1.044
O 0.141 1.563 -3.479
H -0.155 0.982 -4.178
H -0.335 0.997 -2.653
O 2.655 0.792 -1.718
H 1.989 1.280 -2.390
H 3.208 1.481 -1.324
```

Values from the calculation:
Molar mass   112.12 g/mol
Gap between HOMO and LUMO   7.65 eV
Highest occupied orbital energy   -7.14 eV

***

(b)
This record from OMol25 describes a cluster of 4 separate species, C3H12O4 in total. The level of theory is ωB97M-V with the def2-TZVPD basis set.

```
19
Properties=species:S:1:pos:R:3
C 1.652 -1.053 1.674
C 0.738 -0.236 1.081
C 0.911 1.020 0.275
O -0.600 -0.417 1.217
H 2.541 -0.661 2.136
H 1.632 -2.046 1.291
H 1.936 1.098 -0.065
H 0.225 0.946 -0.561
H 0.827 1.974 0.805
H -0.824 -1.289 1.575
O 2.907 -3.255 -2.982
H 2.626 -3.467 -3.875
H 3.370 -2.412 -2.994
O -2.867 2.657 1.822
H -3.300 1.856 2.138
H -2.103 2.715 2.407
O -3.160 0.506 -2.207
H -3.948 1.056 -2.101
H -2.564 1.008 -1.637
```

Values from the calculation:
Molar mass   112.12 g/mol
Gap between HOMO and LUMO   8.59 eV
Highest occupied orbital energy   -8.07 eV

***

(c)
This record from OMol25 describes a cluster of 3 separate species, C3H12O4 in total. The level of theory is ωB97M-V with the def2-TZVPD basis set.

```
19
Properties=species:S:1:pos:R:3
O -1.432 2.242 0.864
C -1.200 0.880 0.601
C 0.236 0.567 0.215
C 0.431 -0.932 0.039
O 1.635 -1.209 -0.702
H -0.972 2.470 1.678
H -1.460 0.230 1.451
H -1.881 0.638 -0.205
H 0.532 1.035 -0.726
H 0.917 0.961 0.985
H 0.429 -1.503 0.974
H -0.402 -1.256 -0.581
H 1.515 -2.124 -0.981
O -2.960 -2.079 -0.703
H -2.236 -2.459 -0.205
H -2.903 -1.120 -0.690
O 3.504 1.499 -0.527
H 2.600 1.308 -0.260
H 3.648 0.852 -1.227
```

Values from the calculation:
Molar mass   112.12 g/mol
Gap between HOMO and LUMO   11.32 eV
Highest occupied orbital energy   -10.86 eV

***

Energies, relative to the best one, in kJ/mol: (a) 295.2; (b) 144.4; (c) 0.0.